1.
The following is a DFT calculation (ωB97M-V/def2-TZVPD) of C25H22F6N5O8PS3Ti as an isolated structure at a distorted geometry.

The geometry in XYZ format:
```
71
Properties=species:S:1:pos:R:3:forces:R:3:mulliken_charge:R:1
Ti -0.91196 1.06203 -0.34627 1.071 1.017 0.817 -0.175
C 0.62708 -2.16282 -3.00648 -0.035 -0.016 -0.010 -1.686
C 0.06819 -0.89086 -2.46475 -0.071 0.043 0.048 0.482
N -0.68387 -0.87368 -1.42136 -0.057 -0.137 -0.207 1.656
N -0.79042 -2.05902 -0.74743 -0.044 -0.016 0.031 -0.938
C -2.00684 -2.47254 -0.45387 0.059 0.026 0.023 -0.048
N -2.00947 -3.60168 0.36148 0.019 -0.008 -0.011 -0.515
S -3.48572 -1.84331 -0.99401 -0.039 -0.010 -0.034 -0.425
C 0.39135 0.42466 -3.04212 -0.038 0.111 -0.031 0.736
C 1.06282 0.59876 -4.24526 0.011 -0.027 -0.009 -0.865
C 1.29488 1.88245 -4.71126 -0.009 0.011 0.003 -0.424
C 0.85768 2.96610 -3.97246 0.002 -0.037 -0.003 -1.245
C 0.20836 2.72255 -2.77276 0.017 0.068 0.066 -0.077
N -0.01028 1.48885 -2.32855 -0.058 -0.042 -0.044 0.686
H -0.12772 -2.94468 -2.94359 0.003 0.007 -0.006 0.342
H 1.46551 -2.45782 -2.37181 0.018 -0.007 0.009 0.215
H 0.96696 -2.06250 -4.03502 0.005 0.000 0.002 0.524
H -1.20779 -3.62996 0.97722 -0.001 -0.003 -0.003 0.292
H -2.88627 -3.69336 0.84919 -0.006 0.003 0.003 0.296
H 1.40218 -0.25738 -4.80685 -0.003 0.001 -0.010 0.253
H 1.81637 2.03124 -5.64896 0.004 -0.007 0.001 0.393
H 1.01757 3.98416 -4.29654 0.000 0.002 0.007 0.462
H -0.13386 3.53357 -2.13769 -0.008 -0.028 -0.039 0.401
F -4.04108 2.74635 0.82893 0.059 -0.006 0.183 -0.200
C -4.46858 2.93664 -0.41473 0.032 0.001 -0.155 0.654
F -5.38930 2.00906 -0.69022 -0.039 -0.009 0.004 -0.245
F -5.06663 4.13969 -0.47444 -0.045 0.017 0.003 -0.270
S -3.06022 2.89336 -1.65826 -0.112 -0.145 -0.165 0.660
O -2.56183 1.47254 -1.21229 -0.233 0.167 -0.179 -0.597
O -3.79027 2.76661 -2.92307 -0.020 0.054 -0.054 -0.670
N -1.17588 5.27986 -0.07397 -0.060 0.088 -0.055 -0.879
S -0.26470 4.34853 0.52943 0.138 0.246 -0.065 0.663
O -0.55286 2.79403 0.11920 -0.343 -1.337 -0.147 0.162
O 1.19507 4.39055 0.54513 -0.004 -0.025 0.092 -0.656
C -0.65171 4.05958 2.34542 0.023 -0.012 -0.072 0.731
F -0.90609 5.24785 2.92868 0.037 0.011 0.038 -0.290
F -1.73229 3.29121 2.52435 -0.136 0.025 -0.007 -0.238
F 0.34922 3.49274 3.03842 0.059 0.062 0.034 -0.243
O 2.34994 -1.11819 -0.41365 -0.095 0.184 0.093 -0.808
C 1.59952 -0.52969 0.35144 0.280 -0.295 -0.181 0.154
O 0.96622 0.56343 0.05008 -0.438 0.179 0.094 -0.368
C 1.37282 -1.04750 1.75833 0.100 -0.072 0.009 -0.391
P 1.34164 0.33105 2.99701 -0.006 -0.120 -0.046 0.584
C 1.51380 -0.67621 4.53209 0.039 0.066 0.019 0.335
C 2.31931 -0.26096 5.59505 0.008 -0.011 -0.022 -0.555
C 2.34757 -0.96206 6.79208 0.002 0.013 -0.005 -0.594
C 1.55976 -2.09249 6.95858 -0.005 -0.005 0.001 -0.456
C 0.73814 -2.50458 5.91867 -0.016 -0.007 -0.008 -0.605
C 0.71057 -1.80346 4.72101 -0.002 0.027 0.022 -0.386
C 3.07551 0.90294 2.74380 0.017 -0.069 0.022 0.086
C 3.25636 2.15775 2.16921 -0.059 0.055 -0.047 -0.215
C 4.53540 2.61784 1.87478 0.028 0.008 -0.004 -0.614
C 5.64251 1.83327 2.15473 -0.005 -0.007 0.001 -0.327
C 5.47133 0.57217 2.71756 0.000 0.016 -0.005 -0.736
C 4.19670 0.11015 3.00052 -0.010 0.038 0.019 -0.170
H 2.16333 -1.76648 1.97455 -0.055 -0.064 0.067 0.717
H 0.40324 -1.55179 1.76804 -0.040 0.072 0.000 0.006
H 2.94048 0.61930 5.47955 0.000 0.009 0.000 0.418
H 2.98724 -0.62132 7.59835 -0.002 0.002 -0.004 0.371
H 1.57878 -2.64070 7.89316 0.000 -0.003 -0.004 0.345
H 0.10301 -3.37424 6.04017 0.002 0.001 -0.001 0.407
H 0.03174 -2.11483 3.93773 -0.027 -0.013 -0.039 0.175
H 2.40024 2.77524 1.91785 0.008 -0.014 0.007 0.285
H 4.65196 3.59243 1.41705 -0.003 -0.004 -0.003 0.464
H 6.63877 2.19360 1.92413 -0.003 -0.001 0.003 0.345
H 6.33190 -0.05433 2.92345 -0.003 0.002 -0.004 0.355
H 4.06837 -0.87766 3.42872 -0.003 -0.003 0.001 0.384
O -2.08507 -1.34177 2.60426 0.043 -0.056 -0.081 -0.514
C -2.45119 -0.47044 1.84816 -0.097 0.182 0.296 -0.404
O -1.64205 0.31091 1.17657 0.137 -0.149 -0.164 0.432
H -3.51075 -0.21563 1.71346 0.006 -0.051 -0.090 0.359
```
Positions in Å, forces in eV/Å.

Results
Total charge = -2
Highest occupied orbital energy = -2.68 eV
Energy relative to the best compared isomer or geometry (same formula, charge and spin) = 0.00 kcal per mole
2S+1 = 1

2.
The following is a DFT calculation (ωB97M-V/def2-TZVPD) of C37H47N8PSV as an isolated structure.

The geometry in XYZ format:
```
95
Properties=species:S:1:pos:R:3:forces:R:3:mulliken_spin:R:1
V 0.13389 1.93436 -0.37618 0.148 0.095 0.080 1.228
N 2.18405 2.40191 -0.38371 -0.135 -0.081 0.157 -0.039
C 3.00618 2.56246 0.82507 0.095 0.059 -0.002 0.005
C 4.33509 2.88809 0.56262 -0.003 0.006 -0.085 0.004
C 5.24886 3.08024 1.57620 -0.027 -0.003 0.038 0.000
C 4.80662 2.94260 2.88301 0.009 0.005 -0.030 0.000
C 3.48903 2.61811 3.13694 0.056 -0.017 0.028 -0.003
C 2.52826 2.40683 2.13255 -0.061 -0.036 0.018 0.017
C 1.11973 2.06036 2.52884 -0.108 0.034 0.016 -0.026
C 0.77975 2.00624 3.88898 0.076 0.036 -0.022 0.002
C -0.50849 1.75038 4.32472 -0.045 -0.008 0.012 0.004
C -1.52458 1.52732 3.41081 0.006 -0.014 0.008 0.005
C -1.21052 1.54269 2.06193 0.009 0.006 0.018 -0.040
C 0.08450 1.80901 1.61353 0.077 0.000 -0.094 -0.085
H 2.31761 3.23008 -0.96109 0.028 0.024 -0.015 0.011
H 2.59293 1.63795 -0.91765 -0.034 -0.029 -0.011 0.001
H 4.65019 2.99072 -0.47087 0.003 0.000 0.007 0.000
H 6.27564 3.33263 1.35194 0.000 0.001 0.003 0.000
H 5.48754 3.08893 3.71031 -0.006 -0.005 0.003 0.000
H 3.20999 2.52702 4.17281 -0.015 -0.025 0.005 0.000
H 1.51818 2.17968 4.65506 0.003 0.005 0.001 0.000
H -0.71442 1.73487 5.38669 0.005 -0.006 -0.001 0.000
H -2.53697 1.33614 3.74302 0.002 -0.005 -0.002 -0.001
H -1.99952 1.33857 1.34302 0.008 -0.019 -0.006 0.001
N -3.45265 3.96193 -1.22730 -0.032 0.092 0.011 0.002
C -3.95924 2.73936 -1.65273 0.036 -0.045 0.006 0.004
C -5.21422 2.36755 -2.11722 -0.018 0.017 0.004 0.000
C -5.37343 1.03779 -2.44830 0.013 0.013 -0.003 0.000
C -4.31642 0.12076 -2.32966 0.010 -0.025 0.004 -0.001
C -3.07105 0.49954 -1.87280 0.042 -0.001 -0.020 -0.005
C -2.90343 1.83549 -1.52476 -0.042 0.006 -0.016 0.029
N -1.79151 2.51681 -1.02586 0.054 0.109 0.075 0.025
C -2.17687 3.77668 -0.86615 -0.104 -0.201 -0.109 0.041
C -1.24717 4.74588 -0.32182 0.039 0.007 0.018 -0.025
C -1.41457 6.03279 0.07192 -0.027 0.046 0.011 0.001
S 0.04031 6.62123 0.73892 0.056 -0.041 -0.031 0.001
C 0.78504 5.12123 0.45046 -0.088 0.102 0.017 0.001
N 0.01038 4.23138 -0.11109 0.119 -0.033 0.003 -0.005
H -3.95158 4.83703 -1.21411 0.006 -0.002 0.012 0.000
H -6.02378 3.07823 -2.21255 -0.003 -0.012 -0.004 0.000
H -6.33181 0.69478 -2.81254 0.002 -0.001 0.000 0.000
H -4.48653 -0.91051 -2.61156 -0.009 0.005 0.002 0.000
H -2.25125 -0.20263 -1.79833 -0.009 -0.020 -0.013 -0.003
H -2.29625 6.65101 0.01885 0.004 -0.006 0.013 0.000
H 1.80966 4.93275 0.74087 -0.001 -0.010 0.000 -0.001
N 0.31457 0.30095 -0.70455 -0.243 0.137 -0.251 -0.165
P 0.23614 -1.32265 -0.59138 0.007 -0.205 0.214 0.035
N -0.71066 -1.87439 0.61347 0.011 -0.017 -0.103 -0.006
C -0.17249 -1.86242 2.00112 -0.009 -0.018 0.048 0.000
C -1.28609 -2.12149 3.00546 -0.011 -0.007 -0.036 0.001
C -2.07303 -3.37801 2.64523 -0.005 0.022 0.000 0.000
C -2.61644 -3.30637 1.20079 0.056 0.021 -0.018 -0.001
C -2.17155 -2.03048 0.49539 -0.010 -0.048 0.075 -0.001
N 1.75485 -1.83597 -0.28411 0.005 0.022 -0.028 -0.002
C 2.01837 -3.27726 -0.08828 0.087 -0.008 0.067 0.000
C 3.14243 -3.45000 0.92350 0.003 0.052 -0.031 0.000
C 4.45214 -2.83323 0.40026 -0.017 -0.005 -0.011 0.000
C 4.18257 -1.77398 -0.67390 0.013 -0.035 0.021 -0.001
C 2.93662 -0.95717 -0.36755 0.035 -0.020 0.008 -0.004
N -0.41844 -1.86482 -1.99721 0.083 0.082 -0.017 -0.001
C -0.72201 -3.29983 -2.17447 -0.049 0.011 -0.051 -0.001
C -1.92522 -3.45379 -3.10431 0.013 0.022 0.003 0.000
C -1.87806 -2.40980 -4.23383 0.037 -0.007 0.007 0.000
C -0.44254 -1.95328 -4.47087 -0.047 -0.017 0.023 0.000
C 0.08169 -1.21558 -3.23876 -0.071 -0.037 -0.017 -0.002
H 0.31488 -0.90691 2.21025 -0.002 0.014 -0.012 -0.001
H 0.57663 -2.65012 2.09908 0.027 -0.013 -0.019 0.000
H -1.95022 -1.25732 3.05443 -0.006 0.024 0.021 0.000
H -0.83461 -2.22217 3.99303 0.008 0.013 -0.001 0.000
H -2.89056 -3.51019 3.35278 0.013 -0.028 0.008 0.000
H -1.42296 -4.24807 2.75679 -0.003 -0.001 -0.002 0.000
H -3.70620 -3.34874 1.18762 -0.002 0.015 -0.003 0.000
H -2.26380 -4.16485 0.62529 -0.026 -0.011 -0.009 0.000
H -2.67535 -1.15870 0.92397 0.022 0.016 -0.009 -0.001
H -2.44072 -2.06183 -0.55631 0.017 -0.022 -0.042 -0.001
H 2.28576 -3.75264 -1.03687 -0.016 0.017 -0.017 0.000
H 1.10293 -3.75369 0.26274 -0.030 0.012 0.010 0.000
H 3.27355 -4.50799 1.14853 -0.011 -0.002 -0.001 0.000
H 2.84188 -2.96077 1.85298 -0.006 -0.015 0.011 0.000
H 5.09341 -3.60704 -0.02146 0.010 0.001 0.011 0.000
H 5.00413 -2.38941 1.22974 0.001 -0.003 -0.001 0.000
H 4.05748 -2.24752 -1.65068 -0.004 0.006 -0.004 0.000
H 5.03418 -1.09867 -0.76393 -0.004 0.009 -0.013 0.000
H 2.78100 -0.23689 -1.17455 0.003 -0.030 -0.003 0.004
H 3.06681 -0.40535 0.57094 -0.016 0.009 0.009 -0.002
H -0.91181 -3.75127 -1.20361 -0.028 -0.003 0.040 0.000
H 0.14951 -3.81003 -2.59563 0.022 0.025 0.020 0.000
H -2.85412 -3.35679 -2.53744 0.009 -0.011 0.010 0.000
H -1.91148 -4.46477 -3.51434 -0.012 -0.001 0.002 0.000
H -2.47973 -1.53618 -3.96901 -0.013 -0.004 -0.003 0.000
H -2.30625 -2.81901 -5.14752 -0.009 0.009 -0.002 0.000
H -0.38030 -1.28289 -5.32771 0.019 0.002 -0.002 0.000
H 0.18891 -2.81389 -4.70031 0.009 0.006 -0.012 0.000
H -0.28097 -0.18615 -3.24646 0.004 0.001 -0.004 0.002
H 1.17799 -1.18686 -3.25109 0.006 -0.005 0.013 0.001
```
Positions in Å, forces in eV/Å.

Results
Total charge = +2
Highest occupied orbital energy (alpha / beta) = -13.32 / -13.33 eV
Energy relative to the best compared isomer or geometry (same formula, charge and spin) = 23.98 kcal per mole
2S+1 = 2
⟨S²⟩ = 0.77

Among the records above, which one has the highest energy relative to the best compared isomer or geometry (same formula, charge and spin)? C37H47N8PSV